Computed, not measured: C43H66AsN2OP2SSbTl as an isolated structure in a non-equilibrium geometry, with ωB97M-V/def2-TZVPD.

Summary:
- E (a.u.) = -5591.46930
- HOMO-LUMO gap (eV) = 4.90
- ΔE to the lowest compared entry with this formula, charge and spin (kcal per mole) = 0.0
- lowest unoccupied orbital energy (eV) = 2.396
- charge = -1
- highest occupied orbital energy (eV) = -2.5

Last column: Mulliken charge in e.
Cartesian coordinates (Å):
Tl  0.29254  0.15792  0.20471  0.973
C  -3.14763  0.88274  -1.77436  -1.620
C  -1.86845  0.03945  -1.73450  0.397
C  -1.23538  0.03164  -3.50027  -0.030
P  -1.84078  -1.74870  -0.81653  0.721
C  -2.75812  -2.95148  -1.91271  0.803
C  -4.07575  -2.51841  -2.55758  -1.285
C  -2.92420  -4.28794  -1.18860  -1.459
C  -2.70995  -1.62896  0.80416  0.374
C  -4.07288  -1.70034  1.06313  -1.182
C  -4.61047  -1.57758  2.33010  1.571
C  -6.09804  -1.71366  2.54813  -1.954
C  -3.76593  -1.35153  3.40805  -1.602
C  -2.40410  -1.21059  3.22773  0.602
C  -1.82106  -1.41825  1.93120  -1.307
N  -0.44925  -1.32865  1.70099  0.913
C  0.56166  -2.09178  2.26146  -0.231
C  0.32731  -3.02219  3.55300  -1.035
C  1.36409  -3.74107  4.03717  -1.140
C  2.67099  -3.68593  3.50417  0.446
C  3.78382  -4.50569  4.11169  -1.862
C  2.87181  -2.94552  2.38242  -0.356
C  1.89639  -2.18526  1.70142  -0.216
P  2.43000  -1.39777  0.09329  0.639
C  2.72786  -2.80958  -1.05396  1.143
C  3.18111  -2.31546  -2.42859  -1.149
C  3.62117  -3.95698  -0.57473  -1.542
C  4.02251  -0.39346  0.35457  1.198
C  5.33967  -1.17593  0.32148  -1.700
C  4.17387  0.80174  -0.64152  -0.693
H  -2.96160  1.83498  -2.28385  0.308
H  -3.55848  1.15589  -0.77780  0.292
H  -3.92546  0.35434  -2.32857  0.345
H  -0.95773  0.82716  -0.90181  -0.888
H  -1.89876  -0.46217  -4.24381  0.346
H  -0.03659  -0.65434  -3.40613  0.173
H  -1.11960  1.06171  -3.79897  -0.203
H  -2.06101  -3.12848  -2.73934  0.419
H  -4.84085  -2.26544  -1.82150  0.059
H  -4.47925  -3.32598  -3.17896  0.498
H  -3.93268  -1.65772  -3.21215  0.201
H  -3.63309  -4.20883  -0.36151  0.226
H  -1.97491  -4.64404  -0.78262  0.328
H  -3.29840  -5.05069  -1.87760  0.453
H  -4.75699  -1.86267  0.23623  -0.061
H  -6.64837  -1.54216  1.62239  0.386
H  -6.45330  -0.98547  3.27918  0.398
H  -6.35055  -2.71278  2.91174  0.360
H  -4.17715  -1.26253  4.40818  0.326
H  -1.74638  -0.99696  4.06048  0.430
H  -0.64986  -3.08471  4.01167  0.579
H  1.17209  -4.37522  4.89858  0.325
H  3.59255  -4.70609  5.16745  0.398
H  4.73659  -3.97764  4.05024  0.402
H  3.89650  -5.46830  3.60372  0.296
H  3.86958  -2.97306  1.95905  0.280
H  1.72956  -3.24008  -1.19226  0.273
H  4.19698  -1.91626  -2.40647  0.184
H  2.52375  -1.53519  -2.81053  -0.023
H  3.16671  -3.14244  -3.14231  0.509
H  4.62742  -3.62996  -0.31868  0.196
H  3.70968  -4.70264  -1.37022  0.476
H  3.19365  -4.46293  0.29002  0.377
H  3.91048  0.04447  1.34900  0.223
H  5.53924  -1.59644  -0.66485  0.240
H  5.37660  -1.98648  1.05087  0.325
H  6.16411  -0.49870  0.55747  0.502
H  4.31879  0.44517  -1.66726  0.245
H  5.04731  1.39504  -0.35988  0.475
H  3.28279  1.45715  -0.62007  -0.790
S  1.94356  2.20726  1.03582  -0.414
C  1.87221  1.40203  2.62041  0.739
C  2.50714  1.77568  3.82909  -1.244
C  2.34564  0.96608  4.94137  -0.830
C  1.55746  -0.20045  4.87012  -0.742
C  0.96104  -0.44954  3.65840  0.861
N  1.12471  0.30321  2.59107  0.659
H  3.11673  2.66760  3.86183  0.551
H  2.83868  1.22986  5.87127  0.345
H  1.42438  -0.86153  5.71704  0.512
H  0.21778  -1.47865  3.38522  -1.234
O  -0.38836  0.08893  -1.84872  0.450
C  2.92778  3.22194  -2.89306  -1.574
As  1.57455  2.10151  -1.97222  1.933
C  1.41091  0.89974  -3.75584  -1.297
C  0.22471  3.59350  -1.58008  1.076
C  -0.07138  4.46321  -2.76194  -0.482
C  0.28600  5.81284  -2.75648  -0.746
C  0.01710  6.63626  -3.84153  -0.622
C  -0.62249  6.12941  -4.96235  -0.493
C  -0.98933  4.78982  -4.98211  -0.896
C  -0.71609  3.97303  -3.89714  0.117
H  2.50305  3.67278  -3.79037  0.366
H  3.76287  2.58101  -3.17124  0.413
H  3.28959  4.01565  -2.23308  0.323
H  1.45363  1.52592  -4.65463  0.392
H  0.17575  0.13965  -3.70967  -0.433
H  2.28227  0.24002  -3.73039  0.332
H  0.67335  4.16796  -0.76970  0.738
H  -0.76019  3.18574  -1.18275  -1.708
H  0.78712  6.22449  -1.88766  0.429
H  0.30836  7.67961  -3.81083  0.384
H  -0.83477  6.76856  -5.81033  0.372
H  -1.49230  4.37885  -5.84942  0.395
H  -1.01312  2.93431  -3.93309  0.507
C  -3.69126  3.89874  0.39137  -1.362
Sb  -2.08027  2.34250  0.48463  0.591
C  -1.08406  3.40942  2.09358  -1.160
C  -3.17880  1.07536  1.76811  -0.960
H  -4.05369  4.13645  1.39481  0.347
H  -4.52579  3.52725  -0.20824  0.346
H  -3.29667  4.80615  -0.06913  0.356
H  -1.83308  3.70400  2.83188  0.469
H  -0.59060  4.29590  1.69786  0.306
H  -0.34017  2.77581  2.56715  0.220
H  -3.62375  1.65672  2.57662  0.587
H  -2.51769  0.17602  2.16999  0.222
H  -3.95866  0.63910  1.15970  0.555



Computed, not measured: an isolated ion of composition C17H17F8IN3 and charge +1 in a non-equilibrium geometry, with ωB97M-V/def2-TZVPD.

Summary:
- E (a.u.) = -1918.52986
- HOMO-LUMO gap (eV) = 9.12
- ΔE to the lowest compared entry with this formula, charge and spin (kcal per mole) = 0.0
- lowest unoccupied orbital energy (eV) = -3.229
- SMILES = C#C[C@]1(C[C@@H](C)I)[C@H](C(F)(F)C(F)(F)C(F)(F)F)N[C@@H](F)C[N@H+]1c1ccncc1
- charge = +1
- highest occupied orbital energy (eV) = -12.4

Last column: Mulliken charge in e.
Cartesian coordinates (Å):
C  0.72059  -0.56589  2.47239  -0.433
C  0.52998  -0.27689  1.30574  -2.769
C  0.42801  -0.27295  -0.17164  3.411
C  0.40226  -1.70053  -0.82977  -0.623
C  0.76548  -2.92137  0.04260  -1.148
C  2.17607  -2.93529  0.69525  -0.979
I  -0.82368  -3.51447  1.41330  0.070
C  1.69576  0.44548  -0.75093  -1.205
C  2.41574  1.52786  0.13185  0.374
F  3.37046  2.01726  -0.72293  -0.353
F  3.17339  1.00491  1.10949  -0.285
C  1.62082  2.79658  0.55629  0.734
F  2.51242  3.80205  0.58479  -0.315
F  0.69709  3.18679  -0.36456  -0.250
C  0.92802  2.85568  1.95873  0.532
F  0.86860  4.15068  2.29488  -0.269
F  1.55986  2.24575  2.94035  -0.226
F  -0.36512  2.45751  1.90706  -0.258
N  1.59990  0.93596  -2.11838  -0.142
C  0.31416  1.28711  -2.65399  0.077
F  0.30469  0.90962  -3.98414  -0.405
C  -0.94527  0.64385  -2.02439  -0.804
N  -0.86007  0.44200  -0.54527  -0.119
C  -2.10167  -0.12660  0.00035  0.869
C  -2.56535  0.19460  1.27402  -0.453
C  -3.74925  -0.35750  1.72832  -0.507
N  -4.58650  -1.17500  1.08604  -0.530
C  -4.12347  -1.41566  -0.14257  -0.603
C  -2.95237  -0.96715  -0.72420  -0.428
H  0.60722  -0.60459  3.54212  0.489
H  1.09876  -1.71521  -1.68784  0.533
H  -0.57008  -1.94486  -1.28534  0.206
H  0.76795  -3.76699  -0.65983  0.832
H  2.68769  -3.87966  0.45331  0.335
H  2.84467  -2.12494  0.37578  0.262
H  2.07511  -2.93179  1.78782  0.298
H  2.44568  -0.35928  -0.79823  1.101
H  2.16382  0.38748  -2.75495  0.424
H  0.15267  2.37906  -2.67621  0.396
H  -1.78806  1.32820  -2.20546  0.528
H  -1.17505  -0.26663  -2.58718  0.455
H  -0.79440  1.39025  -0.14271  0.787
H  -1.99526  0.86109  1.92199  0.379
H  -4.05157  -0.09732  2.74971  0.381
H  -4.76692  -2.05264  -0.76107  0.363
H  -2.71279  -1.27660  -1.74063  0.266



Computed, not measured: C23H23Cl3FN2PRuS2Si as an isolated structure, with ωB97M-V/def2-TZVPD.

Summary:
- E (a.u.) = -4001.73717
- HOMO-LUMO gap (alpha / beta) (eV) = 5.44 / 5.49
- lowest unoccupied orbital energy (alpha / beta) (eV) = -8.597 / -8.571
- charge = +2
- highest occupied orbital energy (alpha / beta) (eV) = -14.0 / -14.1

Last column: Mulliken charge in e.
Cartesian coordinates (Å):
Ru  0.60256  -1.17710  0.10133  0.171
C  1.56869  0.51981  1.61258  -0.626
Si  1.11550  -0.71513  2.97359  -0.282
C  2.54951  -1.20035  4.02009  -0.976
C  -0.42833  -0.22485  3.85957  -0.956
N  0.67196  -1.98891  1.76131  0.378
C  0.20335  -3.29223  1.89791  0.320
C  0.01517  -3.96667  3.10490  -0.326
C  -0.43266  -5.27662  3.07997  -0.956
C  -0.70045  -5.91697  1.87324  -0.334
C  -0.53051  -5.26459  0.65242  -0.999
C  -0.08920  -3.97679  0.72404  1.175
F  0.08376  -3.22049  -0.44225  -0.185
H  1.53795  1.54563  1.98923  0.412
H  0.78293  0.63965  0.79138  0.291
H  2.55008  0.35926  1.17144  0.472
H  2.86793  -0.33855  4.61253  0.389
H  3.39952  -1.52082  3.41536  0.364
H  2.30474  -2.00132  4.71888  0.372
H  -0.25115  0.67609  4.45237  0.402
H  -0.78097  -0.99705  4.54481  0.408
H  -1.23191  -0.00739  3.15231  0.329
H  0.22796  -3.47174  4.04357  0.311
H  -0.57847  -5.80932  4.00892  0.435
H  -1.05588  -6.93803  1.87601  0.434
H  -0.74077  -5.73861  -0.29598  0.499
Cl  5.94323  -1.26009  -0.75715  -0.059
C  4.70334  -1.62459  -1.95573  0.843
Cl  4.71978  -0.47142  -3.27847  -0.031
Cl  4.82337  -3.28145  -2.52962  -0.051
C  3.40128  -1.49331  -1.26688  -0.308
N  2.39173  -1.40372  -0.73869  -0.210
S  1.44001  1.29358  -2.87330  -0.306
P  -0.33197  1.62209  -2.19660  0.641
S  -0.74766  -0.38696  -1.37830  -0.147
C  -0.58478  2.81970  -0.89069  0.702
C  -0.26884  4.14371  -1.20126  -0.599
C  -0.45992  5.13446  -0.25352  -0.651
C  -0.97094  4.81296  0.99773  -0.543
C  -1.29692  3.49953  1.30449  -0.760
C  -1.10357  2.50116  0.36102  -0.340
C  -1.64086  1.80409  -3.38860  0.714
C  -2.96346  1.90374  -2.94775  -0.349
C  -3.97361  2.10408  -3.86832  -0.735
C  -3.66431  2.21804  -5.22068  -0.405
C  -2.35124  2.12323  -5.65691  -0.658
C  -1.33089  1.91084  -4.74247  -0.396
H  0.12898  4.39961  -2.17646  0.424
H  -0.21387  6.16012  -0.49161  0.428
H  -1.12416  5.59195  1.73236  0.429
H  -1.71506  3.25740  2.27279  0.444
H  -1.38999  1.48179  0.59356  0.527
H  -3.20049  1.83437  -1.89173  0.319
H  -5.00032  2.18013  -3.53805  0.410
H  -4.45666  2.38598  -5.93779  0.411
H  -2.12025  2.21315  -6.70928  0.412
H  -0.30324  1.82893  -5.07168  0.321



> Which formula does entry 1 have?

C43H66AsN2OP2SSbTl



Repeat the second record exactly.
Computed, not measured: an isolated ion of composition C17H17F8IN3 and charge +1 in a non-equilibrium geometry, with ωB97M-V/def2-TZVPD.

Summary:
- E (a.u.) = -1918.52986
- HOMO-LUMO gap (eV) = 9.12
- ΔE to the lowest compared entry with this formula, charge and spin (kcal per mole) = 0.0
- lowest unoccupied orbital energy (eV) = -3.229
- SMILES = C#C[C@]1(C[C@@H](C)I)[C@H](C(F)(F)C(F)(F)C(F)(F)F)N[C@@H](F)C[N@H+]1c1ccncc1
- charge = +1
- highest occupied orbital energy (eV) = -12.4

Last column: Mulliken charge in e.
Cartesian coordinates (Å):
C  0.72059  -0.56589  2.47239  -0.433
C  0.52998  -0.27689  1.30574  -2.769
C  0.42801  -0.27295  -0.17164  3.411
C  0.40226  -1.70053  -0.82977  -0.623
C  0.76548  -2.92137  0.04260  -1.148
C  2.17607  -2.93529  0.69525  -0.979
I  -0.82368  -3.51447  1.41330  0.070
C  1.69576  0.44548  -0.75093  -1.205
C  2.41574  1.52786  0.13185  0.374
F  3.37046  2.01726  -0.72293  -0.353
F  3.17339  1.00491  1.10949  -0.285
C  1.62082  2.79658  0.55629  0.734
F  2.51242  3.80205  0.58479  -0.315
F  0.69709  3.18679  -0.36456  -0.250
C  0.92802  2.85568  1.95873  0.532
F  0.86860  4.15068  2.29488  -0.269
F  1.55986  2.24575  2.94035  -0.226
F  -0.36512  2.45751  1.90706  -0.258
N  1.59990  0.93596  -2.11838  -0.142
C  0.31416  1.28711  -2.65399  0.077
F  0.30469  0.90962  -3.98414  -0.405
C  -0.94527  0.64385  -2.02439  -0.804
N  -0.86007  0.44200  -0.54527  -0.119
C  -2.10167  -0.12660  0.00035  0.869
C  -2.56535  0.19460  1.27402  -0.453
C  -3.74925  -0.35750  1.72832  -0.507
N  -4.58650  -1.17500  1.08604  -0.530
C  -4.12347  -1.41566  -0.14257  -0.603
C  -2.95237  -0.96715  -0.72420  -0.428
H  0.60722  -0.60459  3.54212  0.489
H  1.09876  -1.71521  -1.68784  0.533
H  -0.57008  -1.94486  -1.28534  0.206
H  0.76795  -3.76699  -0.65983  0.832
H  2.68769  -3.87966  0.45331  0.335
H  2.84467  -2.12494  0.37578  0.262
H  2.07511  -2.93179  1.78782  0.298
H  2.44568  -0.35928  -0.79823  1.101
H  2.16382  0.38748  -2.75495  0.424
H  0.15267  2.37906  -2.67621  0.396
H  -1.78806  1.32820  -2.20546  0.528
H  -1.17505  -0.26663  -2.58718  0.455
H  -0.79440  1.39025  -0.14271  0.787
H  -1.99526  0.86109  1.92199  0.379
H  -4.05157  -0.09732  2.74971  0.381
H  -4.76692  -2.05264  -0.76107  0.363
H  -2.71279  -1.27660  -1.74063  0.266